Entry 1:
The following is a DFT calculation (ωB97M-V/def2-TZVPD) of a 4-piece molecular cluster, C27H59F3NO14P2 overall in a non-equilibrium geometry.

Energy: -3153.88606 Ha
HOMO-LUMO gap: 5.6 eV

```
! wB97M-V def2-TZVPD RIJCOSX def2/J DEFGRID3
* xyz 1 1
N -1.25 -4.05 2.92
P -2.38 -2.96 3.14
O -1.67 -1.65 3.96
O -3.66 -3.59 4.12
P -3.27 -2.40 1.20
C -3.20 -3.96 0.13
C -2.39 -3.76 -1.25
O -0.96 -3.73 -0.99
C -5.07 -1.85 1.61
C -6.19 -2.76 0.89
O -7.47 -2.48 1.54
C -8.09 -1.32 0.94
O -9.34 -1.26 1.01
C -2.46 -0.90 0.39
C -0.89 -0.74 0.69
C -0.55 0.38 1.79
F 0.60 0.16 2.59
C -1.34 1.56 2.04
F -1.07 2.82 1.43
F -2.44 1.56 2.98
H -0.33 -3.74 3.28
H -2.26 -0.85 3.91
H -4.12 -4.25 3.53
H -2.64 -4.79 0.71
H -4.22 -4.40 -0.14
H -2.57 -4.73 -1.87
H -2.76 -2.90 -1.90
H -0.70 -4.63 -0.70
H -5.22 -1.92 2.75
H -5.17 -0.73 1.35
H -6.00 -3.88 1.03
H -6.22 -2.44 -0.22
H -7.44 -0.49 0.49
H -2.56 -1.05 -0.76
H -3.09 0.03 0.64
H -0.35 -1.73 0.90
H -0.41 -0.35 -0.29
C 4.16 6.91 -3.21
O 3.12 6.24 -2.52
C 2.40 5.35 -3.36
C 1.66 4.31 -2.53
O 2.51 3.26 -2.07
C 3.39 3.59 -0.99
C 2.68 3.75 0.34
O 2.06 5.03 0.44
C 1.05 5.06 1.42
H 3.76 7.51 -4.03
H 4.68 7.56 -2.51
H 4.89 6.18 -3.60
H 3.09 4.84 -4.05
H 1.68 5.94 -3.94
H 0.92 3.82 -3.18
H 1.11 4.76 -1.71
H 3.99 4.47 -1.24
H 4.08 2.75 -0.91
H 3.40 3.67 1.16
H 1.92 2.95 0.45
H 0.25 4.35 1.17
H 0.62 6.06 1.43
H 1.46 4.84 2.41
C 2.77 2.11 9.10
O 3.55 2.05 7.93
C 4.19 0.79 7.77
C 4.59 0.58 6.31
O 3.50 0.17 5.49
C 2.56 1.19 5.15
C 3.10 2.19 4.13
O 3.93 3.15 4.77
C 4.79 3.81 3.85
H 3.39 1.97 9.99
H 2.30 3.10 9.15
H 1.98 1.35 9.07
H 3.52 -0.02 8.09
H 5.09 0.79 8.40
H 5.30 -0.26 6.28
H 5.10 1.44 5.90
H 2.18 1.69 6.04
H 1.72 0.67 4.69
H 2.27 2.73 3.66
H 3.66 1.65 3.36
H 5.46 3.09 3.37
H 5.40 4.52 4.41
H 4.21 4.35 3.10
C -0.18 -0.56 -6.81
O -0.16 -1.98 -6.78
C 0.27 -2.48 -5.52
C -0.19 -3.92 -5.33
O -1.57 -4.03 -4.96
C -2.52 -3.78 -6.00
C -2.60 -4.91 -7.01
O -1.53 -4.81 -7.95
C -1.30 -6.04 -8.63
H 0.83 -0.16 -6.64
H -0.53 -0.25 -7.80
H -0.87 -0.17 -6.06
H -0.14 -1.86 -4.70
H 1.36 -2.44 -5.50
H 0.37 -4.35 -4.50
H 0.03 -4.53 -6.21
H -2.34 -2.82 -6.47
H -3.49 -3.71 -5.49
H -3.54 -4.84 -7.57
H -2.56 -5.88 -6.49
H -1.01 -6.82 -7.91
H -0.47 -5.89 -9.32
H -2.18 -6.35 -9.19
*
```

=====

Entry 2:
The following is a DFT calculation (ωB97M-V/def2-TZVPD) of a 2-piece molecular cluster, C4H4FNO overall in a non-equilibrium geometry.

Energy: -384.37204 Ha
HOMO-LUMO gap: 8.0 eV
Energy above the lowest of the compared OMol25 structures with the same formula, charge and spin: 8.260 eV

```
! wB97M-V def2-TZVPD RIJCOSX def2/J DEFGRID3
* xyz 0 1
C -3.42 -0.64 -0.08
C -2.43 0.06 0.02
C -0.14 1.10 -0.12
C 2.15 -0.07 0.09
N 0.76 0.09 -0.29
O -0.11 2.27 -0.16
F 0.13 -1.20 -0.23
H -4.34 -1.35 0.03
H 2.55 -0.83 -0.42
H 2.67 0.83 -0.10
H 2.20 -0.25 1.26
*
```

=====

Entry 3:
The following is a DFT calculation (ωB97M-V/def2-TZVPD) of CH4NOPS as an isolated structure in a non-equilibrium geometry.

Energy: -909.96028 Ha
HOMO-LUMO gap: 8.7 eV
Energy above the lowest of the compared OMol25 structures with the same formula, charge and spin: 1.215 eV

```
! wB97M-V def2-TZVPD RIJCOSX def2/J DEFGRID3
* xyz 0 1
C -0.38 -0.81 -0.01
N 1.17 1.34 0.43
O 1.39 -1.15 0.23
P -0.43 1.03 -0.11
S 2.21 0.13 -0.22
H -0.68 -1.37 -0.89
H -0.74 -1.25 0.91
H 1.27 1.55 1.42
H -0.06 1.08 -1.47
*
```

=====

Entry 4:
The following is a DFT calculation (ωB97M-V/def2-TZVPD) of C35H31N4O5SbY as an isolated structure.

Energy: -2226.00672 Ha
HOMO-LUMO gap: 6.2 eV
Energy above the lowest of the compared OMol25 structures with the same formula, charge and spin: 3.017 eV

```
! wB97M-V def2-TZVPD RIJCOSX def2/J DEFGRID3
* xyz 1 1
Y 0.07 1.52 -2.26
N -1.34 2.80 -3.93
C -0.33 3.52 -4.76
C 0.59 4.23 -3.76
O 0.69 5.44 -3.80
N 1.11 3.38 -2.83
C 1.42 4.00 -1.55
C 0.47 3.52 -0.41
O 0.77 3.64 0.75
O -0.65 2.93 -0.84
H -1.82 3.48 -3.35
H -2.05 2.37 -4.53
H 0.21 2.79 -5.37
H -0.77 4.27 -5.41
H 2.45 3.83 -1.22
H 1.29 5.08 -1.61
O -1.92 -4.62 2.35
C -0.91 -3.76 2.63
O 0.18 -4.18 2.87
C -1.25 -2.32 2.61
C -2.55 -1.65 2.15
C -2.43 -1.45 0.66
C -1.65 -0.48 0.18
C -0.74 0.33 1.07
C -0.35 -1.37 2.84
N -1.48 -0.26 -1.22
C -2.32 -0.68 -2.07
C -2.03 -0.66 -3.52
C -2.93 -1.22 -4.41
C -2.59 -1.27 -5.76
C -1.37 -0.78 -6.16
C -0.53 -0.22 -5.21
N -0.85 -0.15 -3.92
H -2.77 -4.15 2.30
H -3.48 -2.17 2.41
H -2.94 -2.14 0.00
H -0.92 1.40 0.91
H 0.67 -1.59 3.12
H -3.27 -1.13 -1.78
H -3.87 -1.60 -4.05
H -3.28 -1.71 -6.47
H -1.06 -0.81 -7.20
H 0.43 0.19 -5.50
C 1.95 -4.77 0.05
C 0.94 -4.17 -0.68
C 0.75 -2.79 -0.61
C 1.57 -2.01 0.21
C 2.60 -2.62 0.92
C 2.79 -4.00 0.84
Sb 1.30 0.09 0.26
C -0.93 0.01 2.57
C -0.40 1.10 3.46
C -0.91 1.27 4.68
C -2.03 0.44 5.15
C -2.74 -0.29 4.29
C -2.43 -0.27 2.82
C 2.67 0.78 1.71
C 3.41 1.90 1.35
C 4.35 2.43 2.23
C 4.56 1.83 3.46
C 3.83 0.71 3.82
C 2.89 0.18 2.95
H 2.09 -5.85 0.01
H 0.29 -4.77 -1.30
H -0.03 -2.34 -1.20
H 3.27 -2.04 1.54
H 3.58 -4.46 1.41
H 0.40 1.74 3.10
H -0.52 2.04 5.33
H -2.29 0.45 6.20
H -3.60 -0.86 4.63
H -3.07 0.46 2.32
H 3.25 2.39 0.40
H 4.92 3.31 1.94
H 5.29 2.24 4.15
H 3.99 0.24 4.78
H 2.33 -0.69 3.26
*
```